1.
Molecular formula: C32H24B3Cl2F12O10V
Method: DFT, wB97M-V/def2-TZVPD

## Properties
F_max   4.496 eV/Å
Molecular weight   950.8 g/mol
Expectation value of S²   2.01
Orbital gap (spin up / spin down)   7.44 / 7.38 eV

The geometry in ORCA input format:
```
! RIJCOSX wB97M-V def2-TZVPD def2/J DEFGRID3
* xyz 0 3
V -0.916 1.428 1.686
B 0.203 5.751 0.575
F -0.331 3.118 1.513
F 0.199 5.057 -0.551
F -0.840 6.397 0.936
F 1.343 5.747 1.265
B -1.250 0.380 4.281
F -2.463 0.066 4.786
F -0.127 0.006 4.871
F -1.306 -0.216 2.887
F -1.064 1.772 3.756
B -1.414 -0.228 -1.425
F -1.009 0.295 0.133
F -0.489 -1.159 -1.679
F -2.659 -0.578 -1.106
F -1.169 0.878 -2.156
C 3.953 0.955 3.970
C 2.793 0.397 3.539
C 2.025 1.111 2.515
O 1.002 0.679 2.007
C 2.457 2.441 2.168
C 3.419 3.112 2.786
C 4.166 2.426 3.854
O 5.041 3.045 4.422
H 4.577 0.450 4.702
H 2.428 -0.596 3.837
H 1.990 2.686 1.217
H 3.722 4.073 2.499
C 2.775 -1.668 0.160
C 2.270 -2.495 -0.775
C 2.788 -2.442 -2.136
O 2.413 -3.117 -3.062
C 3.882 -1.496 -2.429
C 4.421 -0.636 -1.494
C 3.828 -0.649 -0.042
O 4.346 0.045 0.793
H 2.360 -1.784 1.136
H 1.466 -3.193 -0.488
H 4.249 -1.529 -3.457
H 5.402 -0.205 -1.602
C -3.113 3.227 -0.520
C -3.912 3.900 -1.351
C -5.401 3.632 -1.302
O -6.099 3.989 -2.211
C -5.904 2.937 -0.065
C -5.120 2.377 0.843
C -3.644 2.424 0.586
O -2.912 1.858 1.405
H -2.038 3.431 -0.610
H -3.551 4.483 -2.188
H -6.976 2.924 -0.038
H -5.432 1.818 1.674
C 2.143 1.943 -4.248
C 1.872 1.236 -3.181
C 2.274 1.701 -1.872
O 1.812 1.214 -0.820
C 3.089 2.903 -1.812
C 3.511 3.650 -2.912
C 2.977 3.219 -4.202
O 2.964 3.902 -5.190
H 1.710 1.804 -5.265
H 1.226 0.371 -3.229
H 3.369 3.139 -0.754
H 4.075 4.527 -2.823
C -2.744 -6.893 1.826
C -1.489 -6.841 2.210
C -0.753 -5.520 2.225
O 0.459 -5.444 2.153
C -1.607 -4.230 2.273
C -2.903 -4.267 1.982
C -3.529 -5.596 1.779
O -4.708 -5.662 1.473
H -3.201 -7.802 1.611
H -0.782 -7.690 2.169
H -1.031 -3.331 2.472
H -3.453 -3.323 1.771
Cl -1.081 -4.169 -1.512
C -2.281 -3.995 -2.818
C -1.767 -3.724 -4.195
Cl -1.275 -1.972 -4.584
H -3.097 -3.321 -2.468
H -2.744 -4.919 -2.847
H -2.529 -3.927 -4.944
H -0.879 -4.307 -4.385
*
```

***

2.
Molecular formula: C32H24N2O5SiV
Method: DFT, wB97M-V/def2-TZVPD

## Properties
F_max   0.969 eV/Å
Molecular weight   595.6 g/mol
Expectation value of S²   3.77
Orbital gap (spin up / spin down)   6.43 / 7.93 eV

The geometry in ORCA input format:
```
! RIJCOSX wB97M-V def2-TZVPD def2/J DEFGRID3
* xyz 0 4
V -1.825 -0.515 0.479
O -3.284 -0.159 4.471
C -3.089 -0.268 3.161
O -2.337 0.454 2.529
C -3.888 -1.293 2.460
C -5.000 -1.977 2.920
C -5.736 -2.707 1.997
C -5.392 -2.662 0.647
C -4.271 -1.954 0.263
N -3.498 -1.360 1.183
C -3.880 -1.544 -1.154
O -4.319 -2.143 -2.118
O -3.121 -0.500 -1.132
H -2.729 0.572 4.786
H -5.295 -1.912 3.957
H -6.611 -3.257 2.316
H -5.999 -3.135 -0.113
O -0.029 -0.114 1.039
Si 1.013 1.077 0.719
C 2.087 1.450 2.212
C 3.466 1.654 2.252
C 4.124 1.944 3.442
C 3.409 2.040 4.625
C 2.032 1.855 4.610
C 1.386 1.566 3.419
C 0.083 2.673 0.347
C -1.231 2.718 -0.116
C -1.877 3.916 -0.391
C -1.210 5.117 -0.206
C 0.103 5.107 0.247
C 0.733 3.901 0.516
C 2.003 0.603 -0.812
C 3.239 -0.049 -0.818
C 3.852 -0.435 -2.005
C 3.229 -0.194 -3.221
C 1.990 0.430 -3.244
C 1.395 0.826 -2.054
H 4.051 1.618 1.342
H 5.196 2.098 3.440
H 3.919 2.265 5.553
H 1.466 1.939 5.530
H 0.310 1.421 3.420
H -1.800 1.811 -0.312
H -2.897 3.906 -0.755
H -1.706 6.056 -0.416
H 0.633 6.040 0.393
H 1.755 3.919 0.880
H 3.735 -0.289 0.114
H 4.816 -0.929 -1.975
H 3.705 -0.497 -4.145
H 1.490 0.615 -4.186
H 0.432 1.326 -2.097
N -0.887 -1.887 -0.786
C -0.223 -2.380 -1.577
C 0.589 -2.945 -2.616
C 1.952 -3.110 -2.393
C 2.737 -3.620 -3.414
C 2.159 -3.953 -4.631
C 0.797 -3.780 -4.844
C -0.003 -3.272 -3.834
H 2.382 -2.820 -1.445
H 3.800 -3.748 -3.261
H 2.778 -4.349 -5.425
H 0.358 -4.039 -5.798
H -1.065 -3.123 -3.975
*
```

***

3.
Molecular formula: C32H24N7O4RuS2
Method: DFT, wB97M-V/def2-TZVPD

## Properties
F_max   0.547 eV/Å
Molecular weight   735.8 g/mol
Orbital gap   5.36 eV

The geometry in ORCA input format:
```
! RIJCOSX wB97M-V def2-TZVPD def2/J DEFGRID3
* xyz 3 1
Ru -1.048 -0.818 -0.249
C -4.504 1.614 0.850
C -5.463 0.644 1.093
C -5.124 -0.692 0.944
C -3.837 -1.027 0.555
N -2.905 -0.077 0.325
C -3.239 1.210 0.469
C -3.376 -2.420 0.358
C -4.187 -3.526 0.550
C -3.674 -4.796 0.339
C -2.356 -4.929 -0.061
C -1.599 -3.786 -0.238
N -2.088 -2.557 -0.038
H -4.727 2.666 0.952
H -6.464 0.921 1.395
H -5.864 -1.456 1.128
H -2.454 1.927 0.280
H -5.213 -3.406 0.861
H -4.298 -5.667 0.486
H -1.912 -5.898 -0.237
H -0.567 -3.846 -0.551
O 0.680 5.309 -0.852
C 0.571 4.648 0.301
C 0.628 5.449 1.447
C 0.482 4.900 2.694
C 0.267 3.517 2.863
C 0.204 2.721 1.765
C 0.360 3.245 0.448
C 0.280 2.281 -0.610
O -0.138 1.139 -0.527
N 0.773 2.785 -1.917
N 1.072 1.901 -2.712
C 1.604 2.443 -3.930
S 2.095 4.036 -4.097
C 2.305 3.913 -5.907
C 2.727 2.495 -6.240
S 1.765 1.358 -5.187
H 0.661 4.703 -1.599
H 0.783 6.511 1.312
H 0.535 5.544 3.562
H 0.163 3.104 3.856
H 0.059 1.655 1.862
H 3.058 4.640 -6.206
H 1.346 4.184 -6.350
H 3.777 2.301 -6.017
H 2.528 2.248 -7.282
O 5.556 -3.099 0.636
N 4.844 -3.365 1.584
O 5.152 -4.003 2.560
C 3.474 -2.800 1.559
C 2.932 -2.476 2.748
C 1.640 -1.860 2.814
C 1.016 -1.496 4.020
C -0.227 -0.915 3.977
C -0.844 -0.700 2.742
N -0.271 -1.033 1.592
C 0.961 -1.609 1.623
C 1.542 -1.973 0.365
N 0.784 -1.711 -0.732
C 1.240 -2.085 -1.915
C 2.463 -2.740 -2.070
C 3.250 -2.991 -0.973
C 2.797 -2.589 0.302
H 3.484 -2.681 3.656
H 1.513 -1.679 4.964
H -0.744 -0.628 4.881
H -1.827 -0.253 2.680
H 0.605 -1.875 -2.767
H 2.777 -3.056 -3.055
H 4.199 -3.491 -1.081
*
```

***

4.
Molecular formula: C32H25Cl2N6NaO4S
Method: DFT, wB97M-V/def2-TZVPD

## Properties
F_max   0.410 eV/Å
Molecular weight   683.6 g/mol
Orbital gap   5.99 eV

The geometry in ORCA input format:
```
! RIJCOSX wB97M-V def2-TZVPD def2/J DEFGRID3
* xyz -2 1
Na -0.365 -0.862 -0.582
C -0.180 -0.407 3.210
O -0.220 0.559 2.179
C -0.120 1.861 2.516
C 0.049 2.321 3.818
C 0.147 3.687 4.073
C 0.071 4.598 3.034
C -0.085 4.139 1.731
C -0.164 2.781 1.448
N -0.322 2.236 0.153
N 0.100 3.009 -0.752
C -0.074 2.658 -2.064
C -0.758 1.468 -2.511
O -1.333 0.655 -1.765
C -0.750 1.222 -3.957
C -0.183 2.070 -4.830
C 0.457 3.287 -4.400
C 1.042 4.164 -5.326
C 1.682 5.313 -4.922
C 1.747 5.599 -3.551
C 1.181 4.755 -2.625
C 0.511 3.571 -3.015
H 0.775 -0.373 3.745
H -0.287 -1.366 2.708
H -1.000 -0.253 3.921
H 0.116 1.618 4.636
H 0.278 4.027 5.094
H 0.132 5.662 3.231
H -0.145 4.827 0.898
H -1.201 0.288 -4.271
H -0.180 1.839 -5.892
H 0.987 3.908 -6.379
H 2.136 5.978 -5.647
H 2.256 6.495 -3.211
H 1.245 4.982 -1.570
O 0.747 -5.793 1.888
C -0.102 -5.869 0.812
C -0.500 -7.116 0.336
C -1.384 -7.219 -0.727
C -1.895 -6.069 -1.307
C -1.510 -4.831 -0.814
C -0.597 -4.702 0.229
C -0.211 -3.296 0.623
O -1.132 -2.447 0.747
N 1.089 -3.121 0.799
N 1.459 -1.808 0.846
C 2.364 -1.534 1.702
C 2.901 -0.179 1.875
C 3.620 0.103 3.043
C 4.064 1.389 3.277
C 3.789 2.371 2.339
C 3.091 1.996 1.199
N 2.664 0.764 0.955
H 0.985 -6.693 2.128
H -0.104 -8.012 0.809
H -1.665 -8.198 -1.099
H -2.566 -6.122 -2.154
H -1.885 -3.922 -1.263
H 2.724 -2.310 2.381
H 3.799 -0.691 3.758
H 4.607 1.627 4.185
H 4.089 3.400 2.481
H 2.846 2.740 0.445
S -1.439 -3.298 -4.914
C -0.744 -2.693 -3.532
N -0.267 -2.270 -2.556
Cl 4.785 1.154 -2.803
C 3.023 1.089 -2.460
Cl 2.386 -0.540 -2.474
H 2.529 1.677 -3.223
H 2.875 1.500 -1.470
*
```

***

5.
Molecular formula: C32H25CoN10O2S
Method: DFT, wB97M-V/def2-TZVPD

## Properties
F_max   0.486 eV/Å
Molecular weight   672.6 g/mol
Expectation value of S²   0.76
Orbital gap (spin up / spin down)   7.08 / 7.08 eV

The geometry in ORCA input format:
```
! RIJCOSX wB97M-V def2-TZVPD def2/J DEFGRID3
* xyz 1 2
Co -0.988 -0.277 1.360
O -0.404 2.947 3.758
C -0.371 1.857 3.228
N -1.395 1.166 2.631
C -2.682 1.647 2.683
O -3.119 2.545 3.367
C -3.631 0.917 1.746
C -4.894 1.439 1.517
C -5.743 0.763 0.658
C -5.309 -0.418 0.073
C -4.031 -0.866 0.361
N -3.205 -0.211 1.173
C 0.951 1.118 3.139
C 2.051 1.579 3.846
C 3.225 0.849 3.782
C 3.256 -0.312 3.022
C 2.114 -0.684 2.334
N 0.987 0.021 2.383
H -5.178 2.352 2.023
H -6.732 1.148 0.447
H -5.944 -0.984 -0.593
H -3.653 -1.785 -0.074
H 1.952 2.483 4.429
H 4.104 1.175 4.321
H 4.149 -0.918 2.957
H 2.098 -1.571 1.712
N -0.594 2.877 -1.433
C -0.731 2.203 -0.290
N -0.825 0.911 -0.218
C -0.775 0.145 -1.381
N -0.790 -1.152 -1.327
N -0.813 -1.558 -0.014
C -0.819 -2.802 0.282
C -0.935 -3.082 1.720
C -0.912 -4.355 2.261
C -1.038 -4.487 3.639
C -1.179 -3.352 4.416
C -1.191 -2.108 3.795
N -1.077 -1.976 2.481
C -0.673 0.830 -2.661
C -0.647 0.143 -3.880
C -0.523 0.841 -5.059
C -0.427 2.237 -5.043
C -0.455 2.932 -3.854
C -0.575 2.219 -2.663
H -0.523 3.882 -1.402
H -0.768 2.779 0.629
H -0.778 -3.578 -0.475
H -0.797 -5.219 1.621
H -1.024 -5.468 4.095
H -1.283 -3.415 5.489
H -1.299 -1.187 4.355
H -0.720 -0.935 -3.869
H -0.495 0.314 -6.002
H -0.330 2.779 -5.973
H -0.381 4.012 -3.838
N 5.461 -0.690 -4.491
C 4.661 0.349 -4.209
S 4.597 1.704 -5.128
C 3.802 0.171 -2.995
C 3.379 -1.080 -2.557
C 2.530 -1.157 -1.463
N 2.102 -0.097 -0.787
C 2.542 1.094 -1.190
C 3.369 1.283 -2.282
H 6.058 -0.629 -5.300
H 5.580 -1.465 -3.862
H 3.646 -1.990 -3.079
H 2.154 -2.123 -1.139
H 2.206 1.949 -0.612
H 3.679 2.272 -2.589
*
```

***

6.
Molecular formula: C32H26Br2MoN7O3S
Method: DFT, wB97M-V/def2-TZVPD

## Properties
F_max   3.309 eV/Å
Molecular weight   844.4 g/mol
Expectation value of S²   2.02
Orbital gap (spin up / spin down)   6.81 / 6.47 eV

The geometry in ORCA input format:
```
! RIJCOSX wB97M-V def2-TZVPD def2/J DEFGRID3
* xyz 1 3
Mo 12.308 -13.366 -6.101
O 15.242 -15.254 -3.780
C 14.657 -14.621 -4.636
N 13.414 -14.825 -5.101
C 12.975 -16.155 -5.227
C 13.450 -17.199 -4.478
C 13.008 -18.476 -4.795
C 12.134 -18.694 -5.815
C 11.567 -17.618 -6.552
C 12.103 -16.338 -6.359
N 11.852 -15.143 -7.078
C 11.751 -15.246 -8.462
O 11.792 -16.256 -9.116
C 11.823 -13.896 -9.096
C 11.652 -13.639 -10.423
C 11.409 -12.369 -10.866
C 11.350 -11.315 -9.950
C 11.569 -11.631 -8.632
N 11.740 -12.861 -8.222
C 15.314 -13.550 -5.460
C 16.661 -13.268 -5.361
C 17.228 -12.274 -6.140
C 16.400 -11.660 -7.073
C 15.083 -12.039 -7.115
N 14.515 -12.983 -6.339
H 14.064 -16.959 -3.621
H 13.456 -19.278 -4.208
H 11.787 -19.628 -5.977
H 10.802 -17.839 -7.326
H 11.730 -14.529 -11.084
H 11.107 -12.174 -11.861
H 11.309 -10.270 -10.236
H 11.482 -10.869 -7.871
H 17.174 -13.868 -4.618
H 18.239 -11.952 -6.072
H 16.801 -10.952 -7.795
H 14.325 -11.463 -7.657
C 11.892 -14.716 -2.769
C 12.430 -13.367 -2.714
C 12.794 -12.830 -1.432
C 13.284 -11.561 -1.313
C 13.374 -10.763 -2.507
C 13.889 -9.447 -2.628
Br 14.171 -8.343 -1.118
C 13.945 -8.769 -3.800
C 13.384 -9.350 -5.015
Br 13.379 -8.378 -6.678
C 12.827 -10.674 -4.971
O 12.224 -11.316 -5.963
C 12.915 -11.340 -3.744
N 12.460 -12.652 -3.789
H 11.347 -14.941 -1.861
H 12.631 -15.472 -2.852
H 11.189 -14.759 -3.610
H 12.640 -13.462 -0.564
H 13.351 -11.128 -0.329
H 14.331 -7.739 -3.842
C 7.894 -14.223 -3.479
N 8.382 -12.860 -3.682
C 8.145 -11.687 -2.824
C 9.310 -10.827 -3.175
N 9.658 -11.280 -4.516
C 9.244 -12.550 -4.658
S 9.809 -13.606 -5.916
H 7.701 -14.451 -2.440
H 8.566 -14.945 -3.891
H 6.940 -14.303 -4.066
H 8.171 -12.023 -1.809
H 7.127 -11.121 -2.972
H 10.128 -11.077 -2.480
H 8.990 -9.775 -3.083
H 10.389 -10.966 -5.081
*
```

***

The records above yield electronic energy values of -5124.068353, -2953.208050, -2808.395523, -3344.901877, -3713.369288, -7458.386823 Eh, respectively.